*1*
7
Properties=species:S:1:pos:R:3:mulliken_charge:R:1 method="wB97M-V/def2-TZVPD" smiles="[H]/N=P/[H].SCl" homo_ev=-9.195
N 0.807 0.073 -0.461 -0.35
P 1.767 0.167 0.753 0.11
S -2.957 -0.968 0.087 -0.09
Cl -4.301 0.547 0.061 -0.13
H 1.182 0.385 -1.350 0.22
H 0.850 -0.368 1.703 0.04
H -1.891 -0.288 -0.365 0.20

=====

*2*
7
Properties=species:S:1:pos:R:3:mulliken_charge:R:1 method="wB97M-V/def2-TZVPD" smiles=Cl[S@H]1#[PH]N1 homo_ev=-8.405
N -0.327 -0.332 0.198 -0.42
P -0.491 1.791 0.055 0.06
S 0.076 -0.192 -1.396 0.20
Cl 0.375 -1.994 -2.658 -0.38
H 0.333 -0.830 0.713 0.27
H 0.806 2.022 -0.145 0.03
H -1.037 -0.180 -2.037 0.25

=====

Of them, the most stable is *1* and the least stable is *2*.

=====

*1*
9
Properties=species:S:1:pos:R:3:mulliken_charge:R:1 method="wB97M-V/def2-TZVPD" smiles="C1=NC1.O=P" homo_ev=-9.567
C -1.023 -1.281 -0.933 -0.48
C 0.120 -2.034 -0.580 0.13
N 0.393 -0.819 -0.525 -0.36
O 1.751 3.523 0.672 -0.41
P 0.807 2.633 1.434 0.36
H -1.391 -1.255 -1.898 0.21
H -1.812 -0.890 -0.408 0.25
H 0.668 3.219 2.798 0.05
H 0.487 -3.095 -0.560 0.25

=====

*2*
9
Properties=species:S:1:pos:R:3:mulliken_charge:R:1 method="wB97M-V/def2-TZVPD" smiles="O=PN1CC1" homo_ev=-8.957
C 0.573 -0.644 0.389 -0.32
C 0.763 0.687 -0.392 -0.31
N -0.290 0.453 0.587 -0.40
O -2.519 -0.822 -0.424 -0.35
P -2.127 0.505 -0.096 0.48
H 0.185 -1.614 0.114 0.30
H 1.354 -0.611 1.244 0.15
H 1.595 1.250 0.038 0.20
H 0.466 0.797 -1.460 0.26

=====

Of them, the most stable is *2* and the least stable is *1*.

=====

*1*
12
Properties=species:S:1:pos:R:3:mulliken_charge:R:1 method="wB97M-V/def2-TZVPD" homo_ev=-8.687
C -0.936 -1.540 1.854 -0.78
C 1.215 0.440 -0.892 -0.13
C 0.170 1.297 -1.638 -0.36
H -0.346 -1.086 2.636 0.26
H -2.073 -1.656 2.133 0.27
H -0.795 -2.602 1.805 0.32
H 2.252 1.003 -0.785 0.27
H 0.170 2.251 -0.814 0.27
H -0.824 0.692 -1.814 0.33
N 0.849 -0.246 0.147 -0.27
S -0.730 -0.503 0.458 0.00
Cl 1.048 1.949 -3.090 -0.20

=====

*2*
12
Properties=species:S:1:pos:R:3:mulliken_charge:R:1 method="wB97M-V/def2-TZVPD" homo_ev="-8.157 / -7.828"
C 1.095 0.741 0.071 0.10
C -1.259 0.896 -0.414 -0.78
C 0.463 -2.035 0.582 -0.58
N 0.127 1.443 -0.429 -0.19
S 2.602 1.147 0.472 -0.29
Cl 1.352 -3.054 -0.476 -0.13
H -1.558 0.684 0.612 0.31
H -1.974 1.539 -1.090 0.29
H -1.290 -0.121 -0.791 0.27
H -0.601 -2.155 0.505 0.35
H 0.839 -1.634 1.561 0.36
H 0.204 2.550 -0.601 0.29

=====

Of them, the most stable is *1* and the least stable is *2*.

=====

*1*
45
Properties=species:S:1:pos:R:3:mulliken_charge:R:1 method="wB97M-V/def2-TZVPD" smiles="COc1ccc2c3c(oc2c1CC=C(C)C)-c1ccc(O)cc1OC3" homo_ev=-7.260
O -2.970 -3.721 5.436 -0.54
O -0.257 -0.574 0.477 -0.41
O 1.165 1.073 -3.899 -0.45
O -4.321 -1.040 1.607 -0.46
C -1.571 -0.705 0.931 0.90
C 3.582 1.087 -0.327 1.11
C -2.521 -0.113 0.120 -0.03
C 2.661 0.018 -0.412 -0.48
C -1.371 -2.703 4.052 -0.57
C -3.673 -2.415 3.486 -0.41
C -1.256 1.287 -3.137 -0.82
C -0.888 -2.119 2.899 -0.97
C -2.239 0.913 -2.172 -0.91
C -2.678 -2.941 4.335 0.85
C -3.332 -1.747 2.363 -0.18
C 0.126 0.916 -2.932 0.13
C -0.403 0.017 -0.774 -0.09
C -1.928 -1.541 2.055 0.52
C -1.749 0.396 -0.957 0.21
C 0.513 0.164 -1.788 1.14
C 1.432 2.464 -4.093 -0.79
C 4.306 1.526 0.977 -1.46
C 3.983 1.950 -1.451 -1.25
C -4.023 -0.240 0.511 -0.40
C 1.834 -0.541 -1.568 -1.27
H -2.083 -4.066 5.775 0.30
H 2.482 -0.575 0.490 0.20
H -0.745 -3.302 4.687 0.18
H -4.711 -2.396 3.822 0.40
H -1.644 1.799 -3.975 0.48
H 0.179 -1.839 2.719 0.37
H -3.273 1.038 -2.315 0.51
H 2.294 2.478 -4.869 0.20
H 0.573 3.053 -4.514 0.29
H 1.669 2.826 -3.081 0.31
H 3.810 2.411 1.324 0.33
H 4.222 0.792 1.784 0.36
H 5.388 1.647 0.870 0.39
H 5.048 2.236 -1.381 0.44
H 3.507 2.888 -1.280 0.33
H 3.664 1.651 -2.505 0.19
H -4.478 -0.693 -0.317 0.36
H -4.413 0.800 0.751 0.24
H 2.445 -0.471 -2.409 0.54
H 1.646 -1.686 -1.312 0.23

=====

*2*
45
Properties=species:S:1:pos:R:3:mulliken_charge:R:1 method="wB97M-V/def2-TZVPD" smiles="COc1ccc2c3c(oc2c1CC=C(C)C)-c1ccc(O)cc1OC3" homo_ev=-7.275
O -4.249 2.681 5.771 -0.58
O -0.366 -0.060 1.167 -0.67
O 1.819 -2.303 -2.598 -0.40
O -4.543 0.582 1.577 -0.52
C -1.689 0.228 1.416 0.83
C 3.897 0.564 -1.450 0.80
C -2.445 -0.204 0.383 0.12
C 2.743 0.408 -0.692 -0.40
C -2.260 1.917 4.751 -0.59
C -4.359 1.614 3.666 -0.33
C -0.597 -1.926 -2.489 -0.65
C -1.576 1.333 3.688 -0.82
C -1.739 -1.449 -1.816 -0.81
C -3.616 2.074 4.727 0.82
C -3.714 1.007 2.591 -0.34
C 0.727 -1.792 -1.963 0.66
C -0.276 -0.712 -0.033 -0.29
C -2.314 0.861 2.577 0.28
C -1.567 -0.839 -0.549 0.36
C 0.860 -1.158 -0.698 0.63
C 1.774 -2.527 -4.004 -0.94
C 4.788 -0.598 -1.880 -1.26
C 4.327 1.965 -1.894 -1.28
C -3.961 -0.030 0.393 -0.44
C 2.224 -0.865 -0.094 -0.99
H -5.056 3.141 5.457 0.30
H 2.147 1.317 -0.568 0.19
H -1.697 2.261 5.620 0.39
H -5.451 1.755 3.637 0.31
H -0.755 -2.504 -3.396 0.34
H -0.501 1.283 3.714 0.49
H -2.719 -1.555 -2.248 0.48
H 1.285 -1.693 -4.562 0.41
H 1.238 -3.468 -4.267 0.32
H 2.807 -2.620 -4.358 0.27
H 4.330 -1.577 -1.783 0.22
H 5.731 -0.564 -1.309 0.31
H 5.015 -0.481 -2.959 0.36
H 4.468 1.967 -2.990 0.32
H 3.567 2.691 -1.619 0.33
H 5.315 2.232 -1.452 0.30
H -4.267 0.541 -0.511 0.30
H -4.443 -1.027 0.332 0.28
H 2.890 -1.712 -0.265 0.42
H 2.204 -0.757 0.978 0.46

=====

Of them, the most stable is *2* and the least stable is *1*.

=====

*1*
21
Properties=species:S:1:pos:R:3:mulliken_charge:R:1 method="wB97M-V/def2-TZVPD" smiles="N[C@@H]1CC=CC[C@H]1C(=O)O" homo_ev=-9.115
C -0.685 0.041 -0.108 -0.08
C -0.854 1.341 0.835 -0.59
C 0.187 1.269 1.906 -0.31
C 1.357 0.544 1.629 -0.63
C 1.204 -0.715 0.720 -0.68
C 0.689 -0.435 -0.558 0.35
C 0.568 -1.671 -1.669 0.37
H -2.700 0.167 -1.039 0.31
H -1.361 1.070 -2.022 0.32
H -1.080 -0.710 0.723 0.26
H -0.984 2.399 0.422 0.29
H -1.955 1.237 1.206 0.31
H 0.137 2.061 2.843 0.21
H 2.196 0.467 2.277 0.42
H 2.330 -0.826 0.775 0.28
H 0.951 -1.782 1.103 0.30
H 1.550 0.365 -0.949 0.19
H -1.031 -0.888 -2.564 0.46
N -1.581 0.231 -1.374 -0.68
O -0.303 -1.618 -2.516 -0.50
O 1.363 -2.547 -1.642 -0.60

=====

*2*
21
Properties=species:S:1:pos:R:3:mulliken_charge:R:1 method="wB97M-V/def2-TZVPD" homo_ev=-9.210
C -1.555 1.009 -0.419 -1.16
C -0.121 1.413 -0.464 0.96
C -0.653 -1.401 1.838 -0.30
C -0.278 -2.321 0.954 -0.58
O 0.404 2.464 -0.572 -0.50
H -1.492 -1.577 2.502 0.34
H -1.671 -0.058 -0.258 0.31
H -2.021 1.557 0.402 0.34
H -2.017 1.303 -1.362 0.38
H 0.596 -2.188 0.329 0.28
H -0.814 -3.258 0.854 0.27
C 0.091 -0.136 2.130 0.40
N 0.756 0.458 1.083 -0.51
C 0.741 -0.004 -1.561 -0.46
C 1.602 0.517 -2.435 -0.64
O 0.093 0.299 3.276 -0.63
H 1.329 1.225 1.429 0.21
H 0.923 0.076 -0.303 0.39
H 0.160 -0.888 -1.813 0.38
H 1.823 0.057 -3.393 0.29
H 2.105 1.455 -2.216 0.24

=====

Of them, the most stable is *2* and the least stable is *1*.

=====

*1*
8
Properties=species:S:1:pos:R:3:mulliken_charge:R:1 method="wB97M-V/def2-TZVPD" smiles="O=[N+]([O-])O[SiH3]" homo_ev=-10.813
N -1.271 0.234 0.705 1.13
O -1.494 -0.914 0.388 -0.58
O -1.966 0.749 1.543 -0.55
O -0.323 0.861 0.061 -0.35
Si 1.070 -0.144 -0.613 0.52
H 1.309 -1.137 0.466 -0.05
H 0.912 -0.794 -1.879 -0.06
H 1.762 1.144 -0.670 -0.07

=====

*2*
8
Properties=species:S:1:pos:R:3:mulliken_charge:R:1 method="wB97M-V/def2-TZVPD" smiles="O=[SiH2].O=NO" homo_ev=-9.800
N 2.322 0.158 -0.390 0.25
O 3.330 0.749 -0.106 -0.36
O 1.837 -0.579 0.597 -0.31
O -0.986 -0.802 -0.376 -0.38
Si -2.125 0.151 -0.158 0.47
H 1.056 -1.206 0.291 0.45
H -2.390 1.374 -0.854 -0.06
H -3.043 0.155 0.995 -0.06

=====

Of them, the most stable is *2* and the least stable is *1*.

=====

*1*
96
Properties=species:S:1:pos:R:3:mulliken_spin:R:1 method="wB97M-V/def2-TZVPD" total_charge=-2 homo_ev="-0.591 / -0.588" spin_multiplicity=3
W -0.067 0.629 0.079 0.11
N 0.996 -2.372 -2.100 0.01
C 0.109 -1.520 -2.613 -0.01
N -0.472 -1.937 -3.747 0.07
C -1.471 -1.164 -4.185 0.02
N -2.290 -1.724 -5.148 0.01
N -1.743 0.044 -3.774 0.05
C -0.956 0.500 -2.769 0.20
N -0.128 -0.344 -1.989 0.05
C -0.792 1.870 -2.586 0.14
C -1.374 2.856 -3.427 0.06
C -0.929 4.136 -3.357 0.02
C 0.131 4.438 -2.465 0.15
C 0.566 3.464 -1.610 -0.05
N 0.065 2.219 -1.554 0.19
H 1.015 -3.289 -2.508 0.00
H 1.352 -2.248 -1.162 0.00
H -1.825 -2.413 -5.716 0.00
H -2.828 -1.040 -5.654 0.00
H -2.144 2.527 -4.111 0.02
H -1.344 4.913 -3.987 0.01
H 0.583 5.419 -2.442 0.02
H 1.373 3.673 -0.914 0.00
Se 2.118 1.513 0.577 0.08
P 3.797 -1.058 -0.815 0.75
Se 0.459 -1.567 0.994 -0.01
C 4.630 -1.042 0.786 -0.01
C 5.436 0.017 1.225 0.04
C 5.968 0.020 2.501 -0.03
C 5.685 -1.014 3.384 0.07
C 4.873 -2.060 2.968 -0.03
C 4.353 -2.079 1.685 0.00
C 4.843 -0.020 -1.863 -0.03
C 4.211 0.707 -2.880 0.07
C 4.943 1.461 -3.780 -0.03
C 6.329 1.497 -3.698 0.06
C 6.972 0.767 -2.707 -0.02
C 6.244 0.008 -1.808 0.00
H 5.596 0.867 0.576 0.00
H 6.589 0.852 2.814 0.00
H 6.073 -0.995 4.395 0.01
H 4.628 -2.859 3.659 0.00
H 3.695 -2.883 1.380 -0.01
H 3.127 0.697 -2.933 0.01
H 4.435 2.027 -4.552 0.00
H 6.903 2.101 -4.392 0.01
H 8.054 0.788 -2.636 0.00
H 6.755 -0.586 -1.061 0.00
Te -2.751 1.526 0.154 0.01
C 0.796 5.241 1.571 0.03
Sb -0.301 3.268 1.525 0.02
C -2.020 4.200 2.479 0.02
C 0.615 2.774 3.438 0.00
H 0.608 5.713 2.536 0.00
H 0.433 5.901 0.779 0.00
H 1.864 5.063 1.437 0.00
H -1.689 4.962 3.184 0.00
H -2.638 3.466 2.995 0.00
H -2.624 4.675 1.707 0.00
H -0.167 2.588 4.174 0.00
H 1.271 3.583 3.760 0.00
H 1.219 1.880 3.297 0.00
C -1.376 0.841 1.732 -0.04
C -1.851 0.373 2.989 0.01
C -3.200 0.359 3.409 -0.02
C -3.574 -0.157 4.635 0.01
C -2.624 -0.668 5.512 -0.02
C -1.283 -0.634 5.137 0.01
C -0.898 -0.129 3.913 -0.02
H -3.945 0.767 2.733 0.00
H -4.623 -0.165 4.913 0.00
H -2.922 -1.102 6.459 0.00
H -0.525 -1.011 5.817 0.00
H 0.147 -0.152 3.633 0.00
C -5.248 -2.981 0.236 0.00
N -4.069 -3.407 0.971 0.00
C -3.509 -4.583 0.327 0.00
N -3.197 -4.374 -1.080 0.00
C -4.398 -3.928 -1.768 0.00
N -5.006 -2.741 -1.182 0.00
C -4.153 -1.565 -1.371 0.00
P -2.449 -1.667 -0.557 0.01
C -3.081 -2.330 1.084 0.00
C -2.107 -3.405 -1.235 0.01
H -5.624 -2.058 0.685 0.00
H -6.009 -3.766 0.325 0.00
H -4.242 -5.397 0.394 0.00
H -2.596 -4.874 0.850 0.00
H -5.133 -4.742 -1.733 0.00
H -4.150 -3.710 -2.811 0.00
H -4.669 -0.691 -0.967 0.00
H -4.001 -1.408 -2.444 0.00
H -3.527 -1.511 1.652 0.00
H -2.213 -2.703 1.633 0.00
H -1.227 -3.785 -0.707 0.00
H -1.876 -3.332 -2.299 0.00

=====

*2*
96
Properties=species:S:1:pos:R:3:mulliken_spin:R:1 method="wB97M-V/def2-TZVPD" total_charge=-2 homo_ev="-0.735 / -0.888" spin_multiplicity=3
W -0.294 -0.699 0.227 0.89
N -0.896 -0.854 3.678 -0.01
C -1.976 -1.297 2.975 -0.04
N -2.996 -1.733 3.715 0.10
C -4.037 -2.195 3.002 0.03
N -5.039 -2.799 3.744 0.01
N -4.205 -2.096 1.712 0.04
C -3.178 -1.517 1.033 0.14
N -1.956 -1.231 1.635 0.12
C -3.341 -1.137 -0.303 0.13
C -4.573 -1.305 -0.988 0.11
C -4.725 -0.791 -2.240 -0.01
C -3.643 -0.099 -2.826 0.18
C -2.466 -0.016 -2.123 -0.09
N -2.275 -0.532 -0.907 0.25
H -0.895 -1.233 4.614 0.00
H 0.006 -0.955 3.209 -0.03
H -4.689 -3.210 4.595 0.00
H -5.611 -3.415 3.188 0.00
H -5.363 -1.829 -0.471 0.02
H -5.661 -0.902 -2.774 0.00
H -3.719 0.355 -3.804 0.02
H -1.618 0.499 -2.547 -0.01
Se 2.281 0.133 0.338 0.02
P 0.918 -2.415 1.772 -0.03
Se -0.349 -2.687 -1.260 0.16
C -0.227 -3.751 2.395 -0.01
C -1.313 -4.316 1.726 0.02
C -2.098 -5.294 2.325 0.01
C -1.813 -5.738 3.608 0.00
C -0.728 -5.198 4.286 0.00
C 0.047 -4.217 3.685 -0.01
C 2.105 -3.525 0.902 0.00
C 1.737 -4.757 0.355 0.02
C 2.673 -5.579 -0.256 0.00
C 4.000 -5.181 -0.350 0.00
C 4.381 -3.962 0.191 0.00
C 3.447 -3.150 0.823 0.00
H -1.534 -3.996 0.715 -0.03
H -2.941 -5.703 1.779 0.00
H -2.429 -6.498 4.076 0.00
H -0.488 -5.537 5.289 0.00
H 0.888 -3.786 4.219 0.00
H 0.704 -5.073 0.393 0.01
H 2.357 -6.527 -0.677 0.00
H 4.729 -5.818 -0.840 0.00
H 5.413 -3.633 0.135 0.00
H 3.768 -2.218 1.266 0.01
Te 4.026 0.357 2.257 0.03
C 2.787 -1.265 -2.757 -0.01
Sb 1.072 -0.003 -2.560 -0.01
C 2.045 1.792 -3.282 0.00
C 0.187 -0.598 -4.438 0.01
H 2.950 -1.491 -3.813 0.00
H 2.596 -2.176 -2.191 0.00
H 3.644 -0.748 -2.332 0.00
H 2.666 1.574 -4.153 0.00
H 2.676 2.156 -2.470 0.00
H 1.314 2.560 -3.541 0.00
H 0.847 -0.319 -5.262 0.00
H -0.796 -0.151 -4.585 0.00
H 0.073 -1.681 -4.396 0.00
C -0.741 1.313 0.576 0.05
C -1.790 2.111 -0.134 0.06
C -3.140 2.104 0.244 -0.01
C -4.091 2.832 -0.453 0.01
C -3.724 3.608 -1.546 0.01
C -2.392 3.641 -1.933 0.00
C -1.444 2.901 -1.237 0.00
H -3.439 1.488 1.085 -0.01
H -5.130 2.782 -0.147 0.00
H -4.470 4.170 -2.096 0.00
H -2.090 4.234 -2.789 0.00
H -0.407 2.905 -1.557 0.00
C 0.137 3.774 4.523 0.00
N -0.617 4.453 3.465 0.00
C 0.325 5.267 2.693 0.00
N 1.487 4.553 2.169 0.00
C 2.150 3.844 3.273 0.00
N 1.250 2.989 4.033 0.00
C 0.817 1.796 3.290 -0.02
P -0.108 2.320 1.806 -0.15
C -1.310 3.463 2.625 0.00
C 1.069 3.574 1.155 0.00
H -0.547 3.129 5.079 0.00
H 0.527 4.541 5.199 0.00
H 0.688 6.060 3.353 0.00
H -0.211 5.725 1.858 0.00
H 2.559 4.595 3.956 0.00
H 2.963 3.233 2.877 0.00
H 0.175 1.201 3.933 0.01
H 1.691 1.201 3.018 0.01
H -1.986 2.872 3.250 0.00
H -1.910 3.970 1.867 0.00
H 0.618 4.078 0.297 0.00
H 1.935 3.007 0.798 0.00

=====

Of them, the most stable is *2* and the least stable is *1*.